{"formula": "C4H2MgNaO2", "method": "wB97M-V/def2-TZVPD", "species": ["C", "C", "Mg", "C", "H", "O", "Na", "C", "H", "O"], "positions_angstrom": [[-1.07638, 0.11924, -1.18028], [0.13503, 0.38847, -1.30958], [-0.01461, -2.42529, -0.76113], [-0.35372, -0.56487, 1.90819], [-1.88306, -0.55712, -1.42412], [1.05158, 1.15540, -0.72295], [1.13162, 1.81087, 1.54729], [-0.70090, 0.64431, 1.76425], [1.89810, 1.13005, -1.18990], [-0.18766, -1.70106, 1.36824]], "nbo_charge": [-0.23, 0.17, 0.72, 0.11, 0.24, -0.70, 0.89, -0.78, 0.50, -0.92], "homo_energy_ev": [-6.36, -5.73], "gap_ev": [5.450, 4.202], "lumo_energy_ev": [-0.91, -1.53], "spin_multiplicity": 2}


{"formula": "C7H11B2BrCaCl3F8MgN4O16PS3", "method": "wB97M-V/def2-TZVPD", "species": ["O", "Cl", "C", "N", "C", "B", "F", "F", "Mg", "O", "O", "O", "O", "H", "O", "N", "Ca", "S", "H", "O", "F", "O", "O", "C", "O", "O", "C", "F", "H", "F", "N", "H", "H", "C", "O", "O", "H", "H", "H", "S", "S", "O", "Cl", "F", "F", "F", "O", "H", "O", "Cl", "H", "B", "N", "P", "C", "C", "H", "Br"], "positions_angstrom": [[0.79179, -0.73935, 2.12328], [1.38213, 3.34937, -1.99884], [-4.14851, -5.84548, -0.54784], [-3.80657, -0.40734, 0.83312], [-2.37346, 1.43066, 1.79547], [-5.45704, -6.27839, -2.33914], [2.89825, 4.98186, -7.23204], [-6.64677, -2.19506, 3.44563], [4.61181, 2.27484, 2.20844], [9.29155, -0.43397, 0.91971], [-3.59976, -5.27619, 0.38175], [0.63261, 3.77356, 2.74866], [0.89739, 0.53720, -0.48248], [2.83498, 3.02958, 4.96610], [7.07920, 0.22648, 1.44535], [3.64762, 4.76443, -4.86069], [-2.58819, -9.01422, 1.25063], [2.78607, 4.03382, -5.95409], [2.73506, 4.57877, 4.06204], [0.47738, 2.66008, 4.64327], [-6.08409, -4.12600, 4.70722], [-4.71610, -7.49835, -2.00088], [-5.03939, -5.26565, -1.36363], [1.50504, 4.28177, -0.50198], [1.34708, 4.07779, -5.69708], [6.02598, 3.85882, -5.35667], [-2.37067, -0.80660, 0.46097], [-6.34609, -4.28122, 2.35265], [-4.42345, -2.79353, 0.36521], [5.69204, 5.81180, -4.09198], [1.10407, 3.29418, 3.78643], [-4.89330, 1.40400, 2.01340], [-1.98289, -1.76581, -0.10812], [2.55854, 3.50202, 4.02109], [7.46971, -1.31222, -0.31148], [3.26143, 2.75424, -6.46610], [0.87457, 3.81660, 0.25968], [3.09554, 3.04270, 3.18876], [1.16424, 5.30283, -0.68984], [5.12063, 5.00192, -5.35150], [-5.08026, -1.53149, 0.33282], [7.80682, -1.97251, 1.93717], [7.91177, -0.87302, 0.99767], [-5.11995, -5.84507, -3.68623], [-4.47581, -3.13924, 3.26625], [-6.88819, -6.51595, -2.23307], [-3.20319, -8.01540, -0.40005], [-2.00579, 2.40183, 2.33702], [5.32717, 5.98616, -6.40852], [3.17272, 4.32994, 0.08227], [0.51301, -1.59925, 1.65327], [-5.88819, -3.43537, 3.44292], [-1.58076, 0.34948, 1.08659], [0.19057, 0.55927, 1.10938], [-3.95021, -7.21463, -0.93859], [-3.91485, 0.90260, 1.61245], [0.76494, -0.33875, -0.95344], [1.61181, 2.20146, 0.13767]], "nbo_charge": [-0.91, 0.08, 0.63, -0.47, -0.02, 1.26, -0.50, -0.59, 0.60, -0.85, -0.53, -0.42, -0.98, 0.25, -0.94, -1.20, 1.93, 2.47, 0.25, -0.35, -0.58, -0.53, -0.59, -0.50, -0.95, -0.91, 0.19, -0.60, 0.19, -0.51, 0.52, 0.31, 0.29, -0.48, -0.86, -0.92, 0.24, 0.12, 0.27, 2.46, 0.32, -0.87, 2.54, -0.53, -0.60, -0.52, -0.88, 0.32, -0.92, 0.07, 0.48, 1.37, -0.71, 1.53, 0.76, 0.00, 0.51, 0.25], "homo_energy_ev": -7.64, "gap_ev": 1.331, "lumo_energy_ev": -6.31}


{"formula": "C2H2Cl2O3", "method": "wB97M-V/def2-TZVPD", "species": ["H", "Cl", "H", "C", "C", "O", "O", "O", "Cl"], "positions_angstrom": [[3.41992, 1.79488, -0.81578], [1.44882, -2.41935, -0.61973], [-0.55644, 0.24283, -0.37280], [0.40394, -1.22096, 0.15094], [-0.88585, 1.18403, 1.28644], [-1.16095, 1.37227, 2.39807], [0.43567, -0.91108, 1.31518], [-0.27546, -0.57583, -0.77310], [2.39491, 2.23085, -0.10593]], "nbo_charge": [0.29, 0.00, 0.48, 0.35, 0.49, -0.46, -0.21, -0.66, -0.29], "homo_energy_ev": [-5.64, -11.65], "gap_ev": [5.996, 7.517], "lumo_energy_ev": [0.36, -4.13], "spin_multiplicity": 3}


{"formula": "C30H79NO8P", "method": "wB97M-V/def2-TZVPD", "species": ["O", "H", "H", "C", "H", "H", "C", "C", "H", "O", "H", "C", "C", "H", "H", "H", "H", "H", "H", "H", "H", "H", "H", "C", "H", "H", "H", "H", "C", "H", "O", "C", "H", "H", "H", "N", "H", "H", "H", "H", "H", "C", "H", "H", "C", "H", "C", "H", "H", "H", "H", "H", "H", "H", "O", "H", "C", "H", "H", "P", "H", "H", "H", "H", "H", "C", "H", "H", "C", "H", "H", "H", "H", "H", "H", "C", "C", "C", "O", "H", "H", "H", "C", "H", "H", "C", "C", "H", "C", "H", "H", "H", "H", "O", "C", "H", "H", "C", "H", "H", "H", "C", "C", "H", "H", "H", "H", "H", "C", "H", "C", "O", "H", "C", "O", "H", "H", "C", "C"], "positions_angstrom": [[2.39830, -1.61409, 3.97352], [2.54610, -0.33057, 7.30623], [2.10165, 2.38779, 2.22067], [0.97856, 1.09684, 7.68955], [0.20510, -1.47264, -7.32433], [-1.67447, 1.42279, -8.86425], [0.80870, 0.89440, 1.32485], [3.19860, -2.19779, -1.09890], [2.55195, -4.25375, 3.71182], [-1.22351, 1.81997, 3.43642], [0.74436, 5.15322, -11.53091], [-1.36847, 1.56372, -2.51528], [-0.30065, 5.05422, -11.22492], [-5.13184, 0.35529, 8.66089], [4.31292, -4.38393, 3.83678], [0.48879, 0.48821, 8.45059], [-0.20407, 2.01337, -4.28663], [-3.26777, -0.54132, -7.35699], [-1.15888, -4.77726, -5.82572], [-3.24238, 1.02495, -2.62903], [2.71876, 1.42840, 8.96279], [-0.87981, 4.78701, -12.10841], [1.42245, 4.40895, -9.14247], [1.87133, 1.32939, 2.33553], [0.23908, 0.10397, -2.61426], [-3.06129, 0.11490, 12.41721], [0.48207, 2.90240, 6.64176], [-1.85667, -0.25630, -9.35650], [-0.84302, -1.40184, -7.03801], [-0.77287, -7.26152, -5.87767], [-0.03089, 2.71285, -10.66172], [-1.65761, -5.46857, -7.79656], [-2.45104, 0.99857, 9.68895], [-4.24623, -0.98989, 10.54332], [-6.00514, 0.76291, 10.14598], [-0.13895, 2.00040, 1.01106], [4.42190, -0.83315, -2.24125], [-0.87451, 1.71862, 0.36411], [-2.29154, 2.63934, 5.04909], [0.89728, 2.77715, -10.91037], [-1.15879, -5.89638, -8.67014], [-1.27853, 0.41918, -8.71938], [2.91945, -1.29906, -3.05386], [-1.58907, -0.38728, 6.88061], [-5.03342, 0.79732, 9.65322], [-1.36980, -0.55433, -2.94099], [1.97176, 2.00623, 8.42665], [3.57468, -3.50626, 2.48584], [0.24224, 3.55372, -8.14945], [1.14064, -0.60367, 6.30868], [2.48412, -1.43523, 3.03123], [-0.07026, 0.67533, 5.19434], [3.39648, -1.09161, 0.49004], [0.28892, 0.00050, 1.66159], [-2.72307, 0.07854, 9.77149], [0.81549, -4.69476, -7.82854], [-0.73778, 1.30199, 5.78636], [-1.40319, -2.13417, -7.62272], [-0.93291, -1.68635, -5.98809], [-0.78793, 2.76594, 2.28767], [1.20756, -1.66542, -0.45273], [-0.65413, 3.25864, 4.85842], [3.71981, -3.08035, -1.46885], [1.47085, 2.71210, 9.08565], [-0.64477, 6.02379, -10.86290], [-0.02445, 1.98549, 6.94678], [-0.24417, 0.40945, -9.05851], [-2.65944, 1.01880, 6.78458], [-1.26791, 2.35730, 4.81822], [-3.50501, 1.70075, 11.78836], [4.93833, -1.41609, 3.07741], [1.63364, -3.35186, -0.15577], [-2.45300, -6.14857, -7.48975], [5.67620, -2.26318, 4.44295], [-1.89607, 3.44904, 1.79213], [-3.97548, 0.06297, 10.46227], [3.36650, -1.05704, -2.08931], [-1.90462, 0.44235, 6.25261], [-2.72487, 1.61892, -2.07380], [1.31695, 0.63496, 0.40031], [1.23949, -2.81744, -1.79713], [-0.78424, 2.28596, 7.67335], [-0.81248, 0.15725, -2.32835], [2.51278, 2.59322, 7.67981], [-4.75913, 0.61606, 12.40732], [1.73343, -2.53267, -0.86797], [0.35784, 4.33221, -8.90512], [3.38422, -2.63816, 5.40839], [-3.82098, 0.65561, 11.85342], [-0.90835, -0.16688, -1.28770], [4.81426, -0.73909, 4.70529], [-0.84829, 0.70527, -6.63718], [-4.75165, 1.84696, 9.52532], [3.83453, -1.87447, 0.14126], [-1.24431, 2.01787, -3.95753], [0.69130, -6.37618, -5.41913], [0.52543, -7.01230, -7.05405], [-0.02041, -6.55301, -6.22580], [-2.10762, -4.52433, -8.10380], [-1.81662, 1.35129, -4.60861], [0.09261, 3.73142, 2.76141], [-1.39376, -0.00268, -7.26454], [1.75169, 0.17568, 6.76094], [2.80063, 0.80721, 2.12434], [-1.49010, 3.86502, -9.89213], [-1.64535, 3.02325, -4.08316], [-0.82849, 2.25942, -1.86521], [2.88717, -0.14968, -1.70622], [3.51679, -2.43002, 4.34605], [0.03223, 5.28252, -8.47999], [-0.65598, -5.24575, -6.67353], [-2.75418, 0.07195, -6.82122], [-2.40373, -0.00773, 5.39171], [4.81586, -1.66945, 4.13496], [0.34851, -4.31411, -7.07704], [1.59502, 1.10994, 3.36471], [2.22589, 0.72854, 5.94718], [-0.43748, 3.98293, -10.15444], [3.49219, -3.72434, 3.55483]], "lowdin_charge": [-0.08, 0.09, 0.08, -0.42, 0.08, 0.07, -0.26, -0.48, 0.08, -0.26, 0.08, -0.51, -0.06, 0.08, 0.09, 0.14, 0.09, 0.09, 0.13, 0.10, 0.08, 0.08, 0.08, -0.08, 0.07, 0.08, 0.11, 0.09, -0.06, 0.08, -0.06, -0.06, 0.07, 0.14, 0.08, -0.16, 0.08, 0.09, 0.13, 0.09, 0.08, -0.06, 0.08, 0.09, -0.06, 0.09, -0.08, 0.07, 0.07, 0.07, 0.05, 0.12, 0.06, 0.12, -0.07, 0.09, -0.36, 0.07, 0.07, 0.90, 0.05, 0.10, 0.14, 0.08, 0.08, -0.15, 0.08, 0.08, -0.15, 0.08, 0.08, 0.08, 0.08, 0.09, 0.07, -0.50, -0.05, -0.04, -0.05, 0.09, 0.09, 0.12, -0.06, 0.08, 0.08, -0.05, -0.06, 0.14, -0.06, 0.06, 0.08, 0.12, 0.08, -0.06, -0.05, 0.08, 0.08, -0.06, 0.07, 0.07, 0.06, -0.50, -0.08, 0.07, 0.13, 0.09, 0.12, 0.07, -0.49, 0.08, -0.50, -0.06, 0.09, -0.05, -0.07, 0.06, 0.08, -0.51, -0.05], "homo_energy_ev": -11.45, "gap_ev": 9.053, "lumo_energy_ev": -2.40, "total_charge": 1}


We obtain strongest force on any atom values of 3.01, 8.60, 9.66, 0.94 eV Å⁻¹ for the records listed above, in that order.